Molecular formula: C24H34ClF4N2O11P2
Method: DFT, ωB97M-V with the def2-TZVPD basis set

LUMO energy: -0.188 Eh
DFT total energy: -3414.39645 Ha
Net charge: +1
HOMO: -11.957 eV
HOMO-LUMO gap: 6.83 eV

Last column: Löwdin charge in e.
Positions of all 78 atoms, in Å:
C1 2.974 -0.127 -1.427  -0.053
C2 2.807 1.372 -1.145  -0.207
N1 1.890 1.663 -0.013  0.034
C3 0.660 0.989 -0.089  -0.199
C4 -0.108 0.998 -1.241  0.102
C5 -1.327 0.350 -1.267  -0.043
C6 -2.237 0.342 -2.458  -0.382
O1 -3.313 -0.135 -2.389  0.233
O2 -1.820 0.965 -3.617  0.131
C7 -1.015 0.221 -4.473  -0.517
F1 -1.022 0.855 -5.641  0.183
F2 0.249 0.199 -4.005  0.147
C8 -1.484 -1.226 -4.714  -0.299
F3 -0.614 -1.760 -5.597  0.117
F4 -2.704 -1.232 -5.255  0.142
C9 -1.767 -0.309 -0.127  0.113
C10 -0.980 -0.307 1.007  -0.097
C11 -1.480 -0.999 2.224  -0.223
C12 -1.250 -2.364 2.363  -0.034
C13 -1.734 -3.036 3.477  -0.040
C14 -2.460 -2.332 4.431  -0.051
C15 -2.670 -0.970 4.291  -0.052
C16 -2.185 -0.284 3.187  -0.021
N2 0.223 0.329 1.013  0.113
C17 1.043 0.344 2.243  -0.050
C18 2.389 -0.362 2.107  -0.807
O3 3.397 0.231 2.162  0.097
Cl1 2.359 -2.096 1.898  0.785
H1 4.018 -0.306 -1.663  0.087
H2 2.413 -0.440 -2.303  0.069
H3 2.714 -0.736 -0.568  0.039
H4 3.777 1.784 -0.894  0.120
H5 2.474 1.860 -2.064  0.109
H6 1.729 2.666 -0.015  0.152
H7 0.222 1.529 -2.118  0.134
H8 -1.464 -1.854 -3.819  0.177
H9 -2.727 -0.798 -0.151  0.153
H10 -0.701 -2.871 1.582  0.112
H11 -1.562 -4.098 3.563  0.116
H12 -2.844 -2.892 5.270  0.115
H13 -3.235 -0.463 5.058  0.115
H14 -2.382 0.774 3.085  0.126
H15 0.514 -0.122 3.068  0.131
H16 1.237 1.373 2.515  0.147
C19 -5.845 3.924 -4.794  -0.094
O4 -5.202 5.160 -5.116  -0.200
P1 -4.239 5.228 -6.371  0.331
O5 -4.738 4.586 -7.586  -0.218
O6 -2.826 4.670 -5.874  -0.207
C20 -2.648 3.258 -5.746  -0.105
O7 -3.975 6.772 -6.436  -0.197
C21 -3.141 7.268 -7.496  -0.078
H17 -6.915 4.103 -4.708  0.093
H18 -5.677 3.165 -5.559  0.083
H19 -5.464 3.569 -3.836  0.083
H20 -3.212 2.718 -6.509  0.097
H21 -2.967 2.940 -4.755  0.073
H22 -1.595 3.045 -5.869  0.076
H23 -3.770 7.683 -8.280  0.094
H24 -2.511 6.484 -7.914  0.086
H25 -2.509 8.051 -7.084  0.090
C22 2.583 -5.254 7.472  -0.088
O8 3.001 -3.951 7.044  -0.203
P2 4.110 -3.820 5.924  0.323
O9 3.933 -4.685 4.754  -0.234
O10 5.513 -3.978 6.655  -0.209
C23 5.975 -5.286 7.012  -0.086
O11 4.052 -2.271 5.658  -0.203
C24 4.924 -1.741 4.649  -0.081
H26 1.500 -5.311 7.396  0.089
H27 3.021 -6.043 6.862  0.083
H28 2.876 -5.390 8.512  0.091
H29 5.662 -6.028 6.277  0.087
H30 5.596 -5.554 7.999  0.088
H31 7.060 -5.258 7.046  0.091
H32 4.355 -1.591 3.736  0.032
H33 5.764 -2.404 4.446  0.094
H34 5.306 -0.785 4.998  0.097

Molecular formula: C6H9N
Method: DFT, ωB97M-V with the def2-TZVPD basis set

LUMO energy: -0.015 Eh
DFT total energy: -288.61771 Ha
Net charge: 0
HOMO: -9.010 eV
Energy above the lowest of the compared OMol25 structures with the same formula, charge and spin: 431.46 kJ/mol
HOMO-LUMO gap: 8.60 eV

Last column: Löwdin charge in e.
Positions of all 16 atoms, in Å:
C1 -1.844 -0.894 0.253  -0.066
C2 -0.513 -0.442 -0.360  -0.364
C3 0.094 0.803 0.350  -0.178
C4 1.523 0.534 0.834  -0.350
C5 2.588 0.106 -0.078  0.135
C6 -0.677 -0.187 -1.800  -0.210
N1 -0.813 0.033 -2.928  0.153
H1 -2.223 -1.789 -0.248  0.085
H2 -2.596 -0.104 0.172  0.090
H3 -1.694 -1.126 1.312  0.084
H4 -0.545 1.075 1.198  0.110
H5 0.090 1.658 -0.333  0.117
H6 2.054 1.496 1.056  0.141
H7 1.551 0.004 1.795  0.104
H8 2.261 0.404 -1.103  0.007
H9 0.197 -1.277 -0.277  0.141

Molecular formula: C27H47CuNO6P2Sb
Method: DFT, ωB97M-V with the def2-TZVPD basis set

LUMO energy: 0.013 Eh
DFT total energy: -4126.68687 Ha
Net charge: 0
HOMO: -4.498 eV
Energy above the lowest of the compared OMol25 structures with the same formula, charge and spin: 117.36 kJ/mol
HOMO-LUMO gap: 4.84 eV

Last column: Löwdin charge in e.
Positions of all 85 atoms, in Å:
Cu1 9.812 10.957 12.124  0.260
C1 6.073 11.203 17.200  -0.048
C2 6.392 11.429 15.760  -0.394
C3 5.247 11.362 14.800  -0.033
O1 7.293 10.223 15.418  -0.220
P1 8.831 10.445 15.233  0.525
O2 9.205 11.375 14.090  -0.304
C4 9.470 8.756 14.974  -0.198
P2 9.074 8.071 13.308  0.490
O3 9.563 8.984 12.217  -0.291
O4 7.487 7.980 13.225  -0.190
C5 6.674 6.717 13.431  -0.432
C6 5.360 7.030 12.749  -0.047
C7 6.575 6.498 14.861  -0.063
O5 9.683 6.643 13.264  -0.211
C8 10.099 5.883 11.987  -0.329
C9 11.451 6.414 11.648  -0.045
C10 10.038 4.367 12.430  -0.025
O6 9.344 11.077 16.631  -0.209
C11 10.263 12.185 16.874  -0.396
C12 9.604 13.495 16.398  -0.072
C13 10.566 12.186 18.410  -0.040
H1 5.600 12.120 17.548  0.088
H2 6.993 10.991 17.778  0.086
H3 5.329 10.366 17.240  0.103
H4 7.034 12.309 15.593  0.126
H5 4.907 10.292 14.734  0.101
H6 5.569 11.779 13.848  0.089
H7 4.466 12.002 15.207  0.087
H8 8.936 8.061 15.688  0.084
H9 10.542 8.748 15.245  0.093
H10 7.155 5.928 12.895  0.120
H11 4.737 7.804 13.306  0.104
H12 4.778 6.057 12.714  0.101
H13 5.506 7.316 11.684  0.093
H14 6.393 7.445 15.394  0.098
H15 7.449 5.977 15.273  0.090
H16 5.756 5.762 14.975  0.102
H17 9.312 6.042 11.259  0.133
H18 12.019 6.417 12.573  0.095
H19 11.394 7.407 11.261  0.070
H20 11.956 5.726 10.949  0.101
H21 10.989 4.113 12.859  0.070
H22 9.933 3.736 11.534  0.085
H23 9.182 4.125 13.038  0.066
H24 11.237 12.007 16.388  0.137
H25 8.869 13.917 17.142  0.098
H26 9.102 13.410 15.406  0.052
H27 10.389 14.276 16.271  0.094
H28 9.708 11.786 18.948  0.070
H29 10.809 13.230 18.762  0.100
H30 11.351 11.462 18.563  0.064
C14 8.540 10.618 8.045  -0.083
C15 8.682 11.928 7.638  -0.078
C16 9.421 12.819 8.429  -0.013
C17 9.859 12.401 9.668  -0.226
N1 9.485 11.165 10.134  0.050
C18 8.895 10.276 9.367  -0.119
C19 10.695 13.139 10.571  -0.314
C20 11.482 14.228 10.184  -0.088
C21 12.362 14.756 11.104  -0.143
C22 12.421 14.241 12.397  -0.111
C23 11.576 13.179 12.794  -0.130
C24 10.677 12.632 11.881  -0.218
H31 8.162 9.854 7.366  0.092
H32 8.278 12.240 6.680  0.100
H33 9.676 13.801 8.070  0.098
H34 8.682 9.298 9.793  0.098
H35 11.397 14.604 9.143  0.108
H36 13.115 15.489 10.791  0.099
H37 13.119 14.644 13.081  0.072
H38 11.418 12.870 13.848  0.071
C25 7.627 15.603 13.868  -0.329
Sb1 8.634 15.418 11.959  1.362
C26 9.841 17.241 12.096  -0.333
C27 7.178 15.886 10.511  -0.386
H39 8.288 15.386 14.666  -0.043
H40 6.721 15.001 13.772  -0.009
H41 7.416 16.656 13.830  -0.026
H42 9.429 17.963 12.864  0.005
H43 9.767 17.750 11.082  0.010
H44 10.878 16.989 12.296  -0.035
H45 6.606 16.769 10.793  -0.013
H46 6.441 15.038 10.491  0.012
H47 7.660 16.075 9.556  -0.010

Molecular formula: C2H3N4P
Method: DFT, ωB97M-V with the def2-TZVPD basis set

LUMO energy: -0.034 Eh
Structure (SMILES): C1[C@H]2N=NN=NP12
DFT total energy: -638.22926 Ha
Net charge: 0
HOMO: -9.420 eV
Energy above the lowest of the compared OMol25 structures with the same formula, charge and spin: 82.45 kJ/mol
HOMO-LUMO gap: 8.48 eV

Last column: Löwdin charge in e.
Positions of all 10 atoms, in Å:
C1 -1.027 -0.498 0.372  -0.358
C2 -0.646 0.419 -0.672  -0.347
N1 0.240 1.344 -0.566  -0.001
N2 1.249 1.466 0.249  -0.073
N3 1.951 0.501 0.612  -0.076
N4 1.670 -0.737 0.037  -0.354
P1 0.382 -1.587 -0.289  0.933
H1 -0.774 -0.172 1.432  0.105
H2 -1.952 -1.022 0.502  0.057
H3 -1.095 0.285 -1.676  0.115